C43H43BiN3O4 as an isolated structure in a non-equilibrium geometry, computed with ωB97M-V/def2-TZVPD.

Results
Energy above the lowest of the compared OMol25 structures with the same formula, charge and spin = 0.000 eV
Largest force on an atom = 0.0414 Eh/bohr
Charge = -1

XYZ file:
```
94
Properties=species:S:1:pos:R:3:lowdin_charge:R:1
Bi -1.67 1.04 -0.36 1.762
O -1.95 5.55 -1.01 0.005
C -2.09 4.36 -0.69 -0.640
O -1.18 3.48 -0.52 -0.220
C -3.52 3.85 -0.49 -0.179
C -4.62 4.70 -0.37 -0.003
C -5.88 4.14 -0.22 -0.056
C -6.04 2.77 -0.13 0.005
C -4.89 1.98 -0.22 -0.167
N -3.67 2.53 -0.41 -0.006
C -4.94 0.45 -0.12 -0.652
O -6.03 -0.08 0.03 0.029
O -3.82 -0.14 -0.25 -0.243
H -4.42 5.75 -0.45 0.109
H -6.73 4.80 -0.17 0.100
H -6.97 2.24 -0.04 0.104
C 1.61 2.53 -3.46 -0.064
C 2.25 1.73 -2.34 -0.374
C 3.61 1.23 -2.85 -0.069
C 2.35 2.53 -1.05 -0.129
C 3.15 3.68 -0.98 -0.032
C 3.24 4.47 0.16 -0.089
C 2.52 4.11 1.26 -0.042
C 1.76 2.93 1.27 -0.144
C 1.02 2.48 2.52 -0.351
C 0.07 3.56 3.06 -0.058
C 2.02 2.12 3.65 -0.057
C 1.65 2.16 0.10 -0.201
N 0.76 1.04 0.11 -0.061
C 1.28 -0.15 0.34 -0.211
C 0.49 -1.34 0.16 -0.207
N -0.82 -1.29 -0.11 -0.025
C -1.48 -2.55 -0.27 -0.198
C -1.52 -3.16 -1.50 -0.155
C -2.07 -4.41 -1.64 -0.045
C -2.67 -5.09 -0.58 -0.060
C -2.65 -4.44 0.65 -0.037
C -2.03 -3.22 0.84 -0.129
C -1.98 -2.74 2.28 -0.365
C -0.60 -2.97 2.90 -0.054
C -2.52 -1.35 2.56 -0.066
C -1.00 -2.41 -2.74 -0.363
C -2.12 -1.70 -3.51 -0.064
C -0.14 -3.26 -3.69 -0.076
C 1.42 -2.49 0.19 -0.072
C 1.32 -3.84 0.06 0.002
C 2.47 -4.64 0.29 -0.066
C 3.66 -4.14 0.77 -0.033
C 3.79 -2.75 0.90 -0.184
C 4.92 -2.05 1.39 -0.034
C 4.89 -0.68 1.51 -0.070
C 3.75 0.10 1.21 -0.003
C 2.63 -0.57 0.72 -0.065
C 2.69 -1.96 0.61 -0.088
H 1.53 1.93 -4.36 0.073
H 2.22 3.41 -3.66 0.074
H 0.62 2.94 -3.15 0.091
H 1.65 0.85 -2.14 0.113
H 4.27 2.02 -3.23 0.072
H 3.47 0.53 -3.68 0.076
H 4.14 0.71 -2.05 0.072
H 3.72 3.93 -1.86 0.102
H 3.86 5.36 0.11 0.104
H 2.54 4.72 2.19 0.117
H 0.46 1.57 2.32 0.103
H 0.62 4.48 3.30 0.068
H -0.45 3.22 3.96 0.074
H -0.67 3.85 2.31 0.071
H 2.55 3.00 3.97 0.067
H 2.75 1.39 3.26 0.060
H 1.50 1.60 4.46 0.074
H -2.07 -4.95 -2.56 0.095
H -3.10 -6.06 -0.63 0.088
H -3.04 -4.89 1.54 0.097
H -2.63 -3.44 2.82 0.118
H 0.17 -2.30 2.55 0.065
H -0.25 -3.98 2.71 0.072
H -0.70 -2.90 4.01 0.090
H -1.72 -0.63 2.45 0.046
H -2.95 -1.30 3.54 0.068
H -3.32 -1.06 1.85 0.070
H -0.30 -1.60 -2.40 0.125
H -2.91 -2.37 -3.87 0.085
H -1.67 -1.20 -4.41 0.088
H -2.54 -0.91 -2.91 0.037
H -0.71 -4.07 -4.10 0.055
H 0.76 -3.65 -3.19 0.080
H 0.16 -2.63 -4.54 0.074
H 0.39 -4.35 -0.14 0.101
H 2.41 -5.72 0.25 0.095
H 4.48 -4.83 1.09 0.118
H 5.81 -2.57 1.65 0.099
H 5.82 -0.21 1.88 0.107
H 3.83 1.17 1.29 0.100
```



C43H43Cl3FN3O6S2Ti as an isolated structure in a non-equilibrium geometry, computed with ωB97M-V/def2-TZVPD.

Results
2S+1 = 2
Energy above the lowest of the compared OMol25 structures with the same formula, charge and spin = 0.000 eV
Expectation value of S² = 0.7549
Largest force on an atom = 0.0577 Eh/bohr
Charge = +1

XYZ file:
```
102
Properties=species:S:1:pos:R:3:mulliken_spin:R:1
Ti 0.10 -0.68 0.16 0.947
C -1.53 -0.32 4.34 0.000
C -0.08 0.15 4.44 0.016
C 0.85 -1.07 4.40 -0.004
C 0.42 1.33 3.56 -0.100
C 1.29 2.16 4.27 -0.001
C 1.82 3.32 3.75 0.005
C 1.39 3.72 2.49 0.004
C 0.50 2.96 1.73 -0.029
C 0.06 3.67 0.42 0.006
C -1.43 3.71 0.13 -0.001
C 0.82 3.19 -0.82 -0.001
C 0.10 1.68 2.21 0.128
N -0.63 0.79 1.33 -0.010
C -2.03 0.86 1.41 0.000
C -2.75 1.76 2.21 0.000
C -4.14 1.81 2.21 0.001
C -4.89 0.95 1.42 -0.002
C -4.22 0.03 0.64 0.001
C -2.85 0.01 0.67 -0.003
F -2.25 -0.96 -0.11 0.013
H -1.74 -0.96 5.21 0.000
H -1.72 -0.90 3.44 0.001
H -2.24 0.51 4.38 0.000
H 0.02 0.55 5.45 0.000
H 0.92 -1.48 3.41 0.000
H 0.47 -1.85 5.06 0.000
H 1.86 -0.81 4.75 0.000
H 1.54 1.88 5.30 0.000
H 2.51 3.92 4.32 0.000
H 1.72 4.68 2.10 0.000
H 0.36 4.70 0.58 0.000
H -1.81 2.77 -0.26 0.000
H -1.61 4.48 -0.63 0.000
H -2.01 3.98 1.01 0.000
H 0.72 2.12 -0.95 0.019
H 1.88 3.43 -0.75 0.001
H 0.43 3.70 -1.71 0.000
H -2.19 2.43 2.85 0.001
H -4.64 2.53 2.85 0.000
H -5.98 0.99 1.42 0.000
H -4.75 -0.69 0.01 0.000
O 1.75 0.14 -0.91 -0.083
S 3.08 -0.33 -1.48 0.001
C 3.13 0.35 -3.18 0.000
C 1.91 1.19 -3.51 -0.001
C 0.68 0.36 -3.91 -0.001
C -0.57 1.23 -4.04 0.000
S -1.56 1.21 -2.49 0.000
O -0.72 0.43 -1.53 0.036
C -2.87 0.14 -3.01 0.002
C -4.09 0.72 -3.35 0.001
C -5.11 -0.10 -3.80 0.000
C -4.91 -1.47 -3.91 0.000
C -3.69 -2.04 -3.56 0.001
C -2.66 -1.23 -3.10 -0.001
C 4.30 0.70 -0.68 0.003
C 5.61 0.71 -1.15 0.000
C 6.55 1.49 -0.50 0.000
C 6.18 2.25 0.61 0.000
C 4.88 2.20 1.09 0.001
C 3.92 1.42 0.45 -0.001
H 3.22 -0.51 -3.85 0.000
H 4.04 0.93 -3.23 0.000
H 2.17 1.86 -4.34 0.000
H 1.67 1.83 -2.65 0.002
H 0.51 -0.42 -3.17 0.005
H 0.87 -0.13 -4.86 0.000
H -1.24 0.90 -4.82 0.000
H -0.32 2.28 -4.21 0.000
H -4.24 1.79 -3.25 0.000
H -6.07 0.33 -4.07 0.000
H -5.72 -2.10 -4.28 0.000
H -3.54 -3.11 -3.64 0.000
H -1.70 -1.64 -2.80 -0.003
H 5.90 0.10 -2.00 0.000
H 7.57 1.51 -0.86 0.000
H 6.92 2.87 1.11 0.000
H 4.59 2.78 1.96 0.000
H 2.91 1.37 0.82 0.023
O -0.52 -1.95 1.44 0.019
C -1.01 -3.08 1.30 0.011
C -1.04 -3.79 0.09 0.031
C -1.76 -5.01 0.04 -0.004
C -1.82 -5.69 -1.13 0.007
C -1.16 -5.23 -2.29 0.007
C -0.45 -4.07 -2.27 0.007
C -0.40 -3.28 -1.09 -0.005
O 0.20 -2.15 -1.08 -0.062
N -2.62 -6.93 -1.20 0.000
O -3.19 -7.29 -0.19 0.002
O -2.66 -7.50 -2.27 -0.001
H -1.45 -3.53 2.19 -0.001
H -2.26 -5.39 0.92 0.000
H -1.22 -5.83 -3.19 0.000
H 0.07 -3.71 -3.15 0.001
Cl 4.12 -3.18 3.50 0.000
C 4.31 -1.81 2.41 0.001
Cl 4.65 -0.35 3.28 0.001
Cl 5.55 -2.14 1.22 0.001
C 3.01 -1.63 1.70 0.054
N 2.04 -1.52 1.12 -0.045
```



- The highest largest force on an atom belongs to which entry?
  C43H43Cl3FN3O6S2Ti



- What is the formula in the second record?
  C43H43Cl3FN3O6S2Ti



- The highest charge belongs to which entry?
  C43H43Cl3FN3O6S2Ti



- Which value of energy above the lowest of the compared OMol25 structures with the same formula, charge and spin does entry 2 give?
  0.000 eV